This record from OMol25 describes the molecule C22H31NO4. The level of theory is ωB97M-V with the def2-TZVPD basis set.

```
58
Properties=species:S:1:pos:R:3
C 1.77329 -2.20951 -1.95439
C 1.54258 -0.76481 -2.37478
O 0.26149 -0.29752 -1.95260
C 0.15266 0.11519 -0.68798
O 1.06347 0.12709 0.09603
C -1.28982 0.52551 -0.37758
C -2.14925 -0.75067 -0.44351
C -1.68491 -1.84397 0.51603
C -2.53556 -3.11134 0.37244
C -2.02316 -4.18937 1.28367
C -2.53136 -4.33649 2.56745
C -2.03057 -5.30569 3.41845
C -1.00997 -6.14002 2.99634
C -0.49325 -5.99902 1.71973
C -0.99646 -5.02933 0.87147
C -1.35753 1.19093 1.00705
C -1.30932 2.71792 0.88888
N -0.39546 3.10626 -0.16385
C 0.75866 3.71988 0.15620
O 1.02648 4.04293 1.29961
C 1.71583 4.02491 -1.01781
C 2.98227 4.73956 -0.51181
C 4.11313 3.74751 -0.80239
C 3.35051 2.44058 -1.01698
O 2.14342 2.82365 -1.64810
C -0.80953 2.72698 -1.50008
C -1.75644 1.52457 -1.44621
H 0.97368 -2.84348 -2.33124
H 2.72082 -2.55926 -2.35406
H 1.80285 -2.28137 -0.86973
H 1.53478 -0.66638 -3.46229
H 2.31100 -0.11457 -1.94732
H -3.18664 -0.48675 -0.22233
H -2.11396 -1.13718 -1.46474
H -1.74117 -1.49115 1.54684
H -0.64195 -2.09415 0.31397
H -3.57436 -2.87782 0.61519
H -2.49650 -3.45300 -0.66445
H -3.32928 -3.68819 2.90149
H -2.43807 -5.41057 4.41350
H -0.61904 -6.89772 3.65929
H 0.30348 -6.64704 1.38415
H -0.59084 -4.92404 -0.12517
H -0.50375 0.85037 1.59446
H -2.27310 0.90346 1.52441
H -2.29968 3.12598 0.66153
H -0.95042 3.16411 1.81718
H 1.17236 4.60908 -1.76915
H 3.13162 5.69311 -1.01345
H 2.87442 4.91403 0.55916
H 4.82875 3.67412 0.01232
H 4.64122 4.02223 -1.71642
H 3.86014 1.74155 -1.68189
H 3.13304 1.94829 -0.06006
H -1.31597 3.57492 -1.98424
H 0.07087 2.46847 -2.08881
H -1.77253 1.04582 -2.42506
H -2.77378 1.84045 -1.20856
```

Calculated values
HOMO-LUMO gap in eV: 9.7
Total charge: 0
SMILES: CCOC(=O)C1(CCCc2ccccc2)CCN(C(=O)[C@H]2CCCO2)CC1
E_HOMO in eV: -8.9614
Relative energy (zero: lowest compared OMol25 entry of this formula, charge and spin) in kcal per mole: 0.0

Atom charges from the natural (NBO) analysis, given in e for atoms 1 to 5:
1 C -0.6365
2 C -0.0723
3 O -0.5299
4 C 0.8354
5 O -0.6121

***

This record from OMol25 describes the molecule C22H31NO9S2. The level of theory is ωB97M-V with the def2-TZVPD basis set.

```
65
Properties=species:S:1:pos:R:3
C 1.83580 4.86543 0.78540
O 1.47978 3.49022 0.89436
C 1.17295 2.87343 -0.24185
O 1.22727 3.37443 -1.32931
C 0.69569 1.46563 0.03363
C 1.64747 0.65378 0.90405
C 2.92861 0.33741 0.16348
C 2.92148 -0.38135 -1.02403
C 4.10241 -0.67785 -1.68046
C 5.32064 -0.25604 -1.15666
O 6.53613 -0.49695 -1.71322
C 6.59253 -1.21718 -2.92258
C 5.32922 0.46924 0.03619
C 4.14753 0.75985 0.68320
C 0.94857 -0.60863 1.44391
C 1.91686 -1.77176 1.53496
O 2.02304 -2.63566 0.71338
O 2.64173 -1.69528 2.64813
C 3.63609 -2.70191 2.81586
S -0.46718 -1.19420 0.43540
O -0.93435 -2.41044 1.03101
O -0.14495 -1.20506 -0.96180
C -1.73464 0.10205 0.65453
C -2.72235 -0.20039 1.75787
C -3.78314 -1.19054 1.24699
N -4.31514 -0.74199 -0.02280
C -5.39161 0.22175 0.10850
C -5.66875 0.87498 -1.24221
C -6.03195 -0.18959 -2.27173
C -4.92252 -1.23456 -2.32476
C -4.67779 -1.81126 -0.93290
S -0.86168 1.65725 0.98336
O -0.54715 1.70193 2.38396
O -1.63052 2.74570 0.45616
H 2.07640 5.19407 1.79261
H 0.99657 5.43556 0.38456
H 2.69529 4.97969 0.12212
H 0.44593 0.97176 -0.90367
H 1.89263 1.27561 1.77271
H 1.99099 -0.74114 -1.43329
H 4.05677 -1.24396 -2.59625
H 6.18294 -2.22553 -2.80860
H 7.64962 -1.28373 -3.17494
H 6.06084 -0.69605 -3.72452
H 6.27784 0.79191 0.43486
H 4.17053 1.31925 1.60724
H 0.51614 -0.41032 2.42437
H 4.42908 -2.56590 2.07823
H 4.02477 -2.57835 3.82300
H 3.19541 -3.69153 2.68670
H -2.26022 0.20104 -0.29622
H -2.20757 -0.62625 2.61931
H -3.18479 0.73981 2.06793
H -3.29261 -2.15442 1.10276
H -4.56558 -1.31113 2.01294
H -5.09069 0.98615 0.82755
H -6.31460 -0.25966 0.48305
H -4.77186 1.40616 -1.56448
H -6.47789 1.59964 -1.13808
H -6.17257 0.26479 -3.25380
H -6.97101 -0.66940 -1.98439
H -4.00076 -0.77028 -2.67849
H -5.18710 -2.04015 -3.01138
H -3.85106 -2.52446 -0.96995
H -5.58354 -2.34555 -0.59196
```

Calculated values
HOMO-LUMO gap in eV: 9.3
Total charge: 0
SMILES: COC(=O)[C@H]1[C@H](c2ccc(OC)cc2)[C@H](C(=O)OC)S(=O)(=O)[C@@H](CCN2CCCCC2)S1(=O)=O
E_HOMO in eV: -8.6846

Atom charges from the natural (NBO) analysis, given in e for atoms 1 to 5:
1 C -0.2593
2 O -0.5086
3 C 0.8048
4 O -0.5545
5 C -0.5737

***

This record from OMol25 describes a structure of composition C22H32As2IInN3O8. The level of theory is ωB97M-V with the def2-TZVPD basis set.

```
69
Properties=species:S:1:pos:R:3
In -2.39293 0.60986 0.62402
N -4.11753 -0.89344 -0.65788
C -4.04473 -0.71804 -2.11548
C -4.69913 0.57696 -2.58158
C -3.92893 1.84696 -2.24168
N -3.99873 2.18096 -0.81368
H -3.92763 -1.86834 -0.43648
H -5.07183 -0.70974 -0.35258
H -4.54753 -1.55184 -2.62078
H -2.98733 -0.72424 -2.40958
H -5.71153 0.64306 -2.17758
H -4.78853 0.52696 -3.66708
H -4.33933 2.66896 -2.84188
H -2.87243 1.71936 -2.51388
H -4.97073 2.13116 -0.51078
H -3.70613 3.14816 -0.68708
I -1.54873 -1.77854 2.95122
C -2.51103 -0.16374 3.98392
C -2.54793 -0.12794 5.36452
C -3.24913 0.92586 5.94422
C -3.85383 1.87316 5.13212
C -3.73693 1.73876 3.75682
N -3.07223 0.73396 3.20042
H -2.08813 -0.89454 5.96942
H -3.32183 0.99136 7.02002
H -4.40413 2.69926 5.55092
H -4.19043 2.44246 3.06882
C 1.59477 -0.31994 4.47112
O 0.89727 0.54686 3.57692
C 0.80287 0.25386 2.31312
O 0.23137 1.00226 1.50062
C 1.32047 -0.94214 1.73282
C 1.86577 -1.60194 0.80682
As 3.82987 -1.25604 0.24592
C 4.06327 0.53626 1.02292
C 3.36927 -0.64844 -1.57428
C 2.37407 0.18846 -1.87018
As 0.53767 0.53286 -1.17648
C 0.52627 2.49136 -1.13448
C 1.83787 0.52806 -3.18948
O 0.55587 0.41766 -3.11328
O 2.31337 1.11246 -4.20428
C 3.69057 1.31976 -4.48528
C 3.96537 -1.32824 -2.81738
O 3.21127 -1.44704 -3.75108
O 5.19737 -1.73534 -2.85838
C 6.13897 -1.61814 -1.81398
C 1.44067 -2.73974 -0.08758
O 2.24037 -3.36714 -0.71738
O 0.13357 -2.81924 -0.12328
C -0.40133 -3.83924 -0.98918
H 2.11567 0.31446 5.18782
H 2.31047 -0.95354 3.94232
H 0.88097 -0.94614 5.00992
H 4.21577 0.43486 2.09692
H 3.19967 1.17786 0.83112
H 4.95847 1.01216 0.62272
H 1.52387 2.92016 -1.02638
H -0.07533 2.80336 -0.28008
H 0.07217 2.86806 -2.05208
H 3.96837 0.61376 -5.27248
H 4.33047 1.18566 -3.61268
H 3.77797 2.34006 -4.86498
H 7.11447 -1.66944 -2.30318
H 6.05297 -2.47344 -1.12868
H 6.05987 -0.66304 -1.26988
H -1.47023 -3.85774 -0.79498
H 0.04537 -4.80724 -0.75658
H -0.18833 -3.59354 -2.03148
```

Calculated values
HOMO-LUMO gap (alpha / beta) in eV: 4.4 / 7.0
Total charge: +3
E_HOMO (alpha / beta) in eV: -15.9487 / -16.8499
Relative energy (zero: lowest compared OMol25 entry of this formula, charge and spin) in kcal per mole: 40.1

Atom charges from the Löwdin analysis, given in e for atoms 1 to 5:
1 In 0.9933
2 N -0.0332
3 C -0.2485
4 C -0.1690
5 C -0.2502

***

This record from OMol25 describes a structure of composition C22H32AsN5RhTe. The level of theory is ωB97M-V with the def2-TZVPD basis set.

```
62
Properties=species:S:1:pos:R:3
Rh 1.27018 -1.60143 -0.87584
C -2.08461 -2.23831 -2.39860
As -1.29355 -1.38962 -0.82191
C -2.61329 0.09640 -0.89678
C -2.06441 -2.53531 0.62515
C -3.43033 -2.18128 1.05493
C -3.65224 -1.21934 2.04246
C -4.93527 -0.92324 2.45780
C -6.02612 -1.56275 1.88674
C -5.82338 -2.49734 0.88296
C -4.53883 -2.80107 0.47692
H -3.17331 -2.21851 -2.34120
H -1.73826 -3.26241 -2.52878
H -1.76707 -1.67193 -3.27703
H -3.61911 -0.28647 -0.73078
H -2.56690 0.52818 -1.89896
H -2.41288 0.88962 -0.17967
H -1.36184 -2.45432 1.46011
H -2.02777 -3.55563 0.22366
H -2.79970 -0.71606 2.48196
H -5.09277 -0.18792 3.23760
H -7.02722 -1.33185 2.22016
H -6.66917 -2.99253 0.42444
H -4.36741 -3.54794 -0.28689
C -0.29918 1.80523 4.17612
C 0.07386 2.78411 3.06495
C 1.55602 3.13794 3.14147
C -0.30830 2.21822 1.68232
N 0.41084 1.03257 1.34004
C 1.62312 0.92577 0.74652
N 2.00238 -0.33638 0.75841
N 0.97722 -1.03057 1.34299
N 0.01397 -0.21183 1.70019
H 0.01072 2.19420 5.14378
H 0.18929 0.84747 4.01699
H -1.37346 1.63957 4.19819
H -0.50180 3.70731 3.19380
H 2.16778 2.24041 3.08918
H 1.76816 3.63373 4.08688
H 1.84563 3.80426 2.33034
H -0.11266 2.96150 0.90182
H -1.37494 1.97937 1.69231
H 2.16164 1.75087 0.32390
Te 0.72624 -4.06160 -0.89021
C 1.52568 1.13723 -3.96210
C 2.88963 1.07154 -3.34051
C 3.83434 2.05302 -3.53427
C 5.11290 1.93755 -3.00183
C 5.44721 0.79408 -2.28236
C 4.54349 -0.21576 -2.05504
C 4.93284 -1.45690 -1.31009
C 3.19845 -0.08750 -2.54946
N 2.28911 -0.99914 -2.32797
H 1.27074 2.14426 -4.29211
H 0.77689 0.78184 -3.24693
H 1.47984 0.47189 -4.82605
H 3.58682 2.93264 -4.12141
H 5.84313 2.72467 -3.15247
H 6.45691 0.69384 -1.89735
H 5.93008 -1.35384 -0.88174
H 4.93058 -2.31770 -1.98047
H 4.21007 -1.67282 -0.51628
```

Calculated values
HOMO-LUMO gap (alpha / beta) in eV: 5.1 / 5.1
Total charge: -1
2S+1: 5
E_HOMO (alpha / beta) in eV: -2.7618 / -2.8055
Relative energy (zero: lowest compared OMol25 entry of this formula, charge and spin) in kcal per mole: 39.1

Atom charges from the natural (NBO) analysis, given in e for atoms 1 to 5:
1 Rh 0.4925
2 C -0.9668
3 As 0.9281
4 C -0.9721
5 C -0.7480